{
  "formula": "C4H9N",
  "method": "wB97M-V/def2-TZVPD",
  "symbols": ["H", "H", "H", "H", "H", "H", "H", "C", "H", "C", "C", "N", "C", "H"],
  "coordinates": [[1.524, -0.432, -0.783], [0.834, 2.298, 1.272], [-1.824, 0.600, -0.473], [-1.225, -1.099, -1.747], [-0.626, -2.274, -0.482], [-1.869, 0.440, 1.138], [0.229, -1.966, -1.978], [0.988, 1.230, 1.186], [1.212, 0.716, 2.122], [0.476, -0.457, -0.510], [-0.379, -1.496, -1.201], [-1.337, 0.863, 0.378], [0.021, 0.443, 0.363], [1.977, 1.133, 0.716]],
  "atomic_forces_ev_per_a": [[0.146, -0.264, 0.454], [-0.583, 0.078, 0.323], [0.097, -0.189, -0.122], [-0.470, -0.032, 0.232], [-0.474, -0.129, 0.008], [0.033, 0.190, 0.121], [0.019, -0.239, -0.035], [1.394, -0.530, -0.272], [-0.552, 0.398, 0.506], [-0.482, -0.072, -0.392], [1.107, 0.483, -0.376], [-0.372, -0.256, 0.692], [0.155, 0.551, -0.852], [-0.018, 0.012, -0.287]],
  "s2": 0.75,
  "multiplicity": 2,
  "gap_ev": [2.942, 8.687],
  "fmax_ev_per_a": 1.5,
  "relative_energy_kj_mol": 39.8,
  "charge": -1,
  "homo_ev": [1.4, -4.5],
  "e_lumo_ha": [0.1605, 0.1550]
}

{
  "formula": "C4H9N",
  "method": "wB97M-V/def2-TZVPD",
  "symbols": ["H", "C", "C", "H", "H", "H", "N", "H", "H", "H", "C", "H", "C", "H"],
  "coordinates": [[1.611, 1.354, -0.760], [1.518, -0.576, 0.138], [0.397, -0.051, -0.553], [1.252, 0.892, 1.307], [0.553, -0.049, -1.587], [-2.879, -0.329, 0.386], [-0.856, -0.767, -0.216], [-0.788, -1.462, 0.768], [1.371, -1.110, 1.036], [2.340, -0.929, -0.628], [-1.933, 0.312, 0.032], [-1.662, 1.075, 0.926], [1.204, 0.851, 0.112], [-2.128, 0.789, -0.961]],
  "atomic_forces_ev_per_a": [[1.132, 1.420, 1.572], [5.231, -2.859, -4.054], [-5.342, -5.326, 0.065], [-0.779, 2.079, -2.963], [-0.298, 0.195, -1.545], [1.775, 1.799, -0.885], [-1.256, 0.776, 3.397], [0.072, 3.025, -3.693], [0.079, -0.477, 0.657], [-1.310, 0.203, 2.216], [-0.674, -2.075, 1.893], [-0.544, -1.530, -2.298], [1.834, 2.868, 4.545], [0.082, -0.097, 1.092]],
  "smiles": "CNC1CC1",
  "gap_ev": 10.108,
  "fmax_ev_per_a": 7.5,
  "relative_energy_kj_mol": 423.4,
  "homo_ev": -9.0,
  "e_lumo_ha": 0.0420
}

What did the second record say?
{
  "formula": "C4H9N",
  "method": "wB97M-V/def2-TZVPD",
  "symbols": ["H", "C", "C", "H", "H", "H", "N", "H", "H", "H", "C", "H", "C", "H"],
  "coordinates": [[1.611, 1.354, -0.760], [1.518, -0.576, 0.138], [0.397, -0.051, -0.553], [1.252, 0.892, 1.307], [0.553, -0.049, -1.587], [-2.879, -0.329, 0.386], [-0.856, -0.767, -0.216], [-0.788, -1.462, 0.768], [1.371, -1.110, 1.036], [2.340, -0.929, -0.628], [-1.933, 0.312, 0.032], [-1.662, 1.075, 0.926], [1.204, 0.851, 0.112], [-2.128, 0.789, -0.961]],
  "atomic_forces_ev_per_a": [[1.132, 1.420, 1.572], [5.231, -2.859, -4.054], [-5.342, -5.326, 0.065], [-0.779, 2.079, -2.963], [-0.298, 0.195, -1.545], [1.775, 1.799, -0.885], [-1.256, 0.776, 3.397], [0.072, 3.025, -3.693], [0.079, -0.477, 0.657], [-1.310, 0.203, 2.216], [-0.674, -2.075, 1.893], [-0.544, -1.530, -2.298], [1.834, 2.868, 4.545], [0.082, -0.097, 1.092]],
  "smiles": "CNC1CC1",
  "gap_ev": 10.108,
  "fmax_ev_per_a": 7.5,
  "relative_energy_kj_mol": 423.4,
  "homo_ev": -9.0,
  "e_lumo_ha": 0.0420
}

Copy entry 2 word for word.
{
  "formula": "C4H9N",
  "method": "wB97M-V/def2-TZVPD",
  "symbols": ["H", "C", "C", "H", "H", "H", "N", "H", "H", "H", "C", "H", "C", "H"],
  "coordinates": [[1.611, 1.354, -0.760], [1.518, -0.576, 0.138], [0.397, -0.051, -0.553], [1.252, 0.892, 1.307], [0.553, -0.049, -1.587], [-2.879, -0.329, 0.386], [-0.856, -0.767, -0.216], [-0.788, -1.462, 0.768], [1.371, -1.110, 1.036], [2.340, -0.929, -0.628], [-1.933, 0.312, 0.032], [-1.662, 1.075, 0.926], [1.204, 0.851, 0.112], [-2.128, 0.789, -0.961]],
  "atomic_forces_ev_per_a": [[1.132, 1.420, 1.572], [5.231, -2.859, -4.054], [-5.342, -5.326, 0.065], [-0.779, 2.079, -2.963], [-0.298, 0.195, -1.545], [1.775, 1.799, -0.885], [-1.256, 0.776, 3.397], [0.072, 3.025, -3.693], [0.079, -0.477, 0.657], [-1.310, 0.203, 2.216], [-0.674, -2.075, 1.893], [-0.544, -1.530, -2.298], [1.834, 2.868, 4.545], [0.082, -0.097, 1.092]],
  "smiles": "CNC1CC1",
  "gap_ev": 10.108,
  "fmax_ev_per_a": 7.5,
  "relative_energy_kj_mol": 423.4,
  "homo_ev": -9.0,
  "e_lumo_ha": 0.0420
}